Below is a cluster of 2 separate species, C19H39BrINO5P in total in a non-equilibrium geometry, with properties calculated with ωB97M-V with the def2-TZVPD basis set.

```
67
Properties=species:S:1:pos:R:3
H 2.9450 -3.0883 1.8196
O 0.0909 5.4212 0.2856
H 0.8216 -3.2821 2.5724
H -2.7250 -2.7144 0.3050
C -2.5634 1.2212 -0.1364
H -1.2769 -3.2221 -0.4907
C 3.4965 -1.9486 0.0569
H -5.8311 -2.5472 1.1535
N 4.7893 -2.3685 -0.5558
H -0.1832 2.9205 -0.0979
C 0.7786 6.2766 1.1532
H -0.8760 1.1653 -1.5005
H 4.6901 -3.2329 -1.1134
H -3.2947 -0.5304 -1.1650
C -1.2584 5.2490 0.6722
H -3.5473 1.6803 -0.1713
H 1.0572 -1.7382 0.6202
C 3.8505 -0.7688 0.9353
H -2.2609 2.0191 -2.1122
H 0.9634 -3.1448 -0.4490
O 4.1897 0.3272 0.1109
C 0.3420 -3.4705 1.6109
H 2.5815 -0.4750 -3.0898
O 3.4644 -0.1253 -2.9709
C 5.3499 -1.2517 -1.4333
C -1.9485 4.1731 -0.1708
C 2.7251 -3.0576 0.7545
P 4.5038 -1.3962 -3.0977
C -1.6732 1.8484 -1.2078
H 6.1971 -0.0183 0.0957
C -6.2750 -2.3419 0.1540
C -0.9936 3.1575 -0.7834
H -1.2955 4.9781 1.7331
H 4.7176 -1.0257 1.5537
H 1.7489 6.4858 0.7162
H -2.5043 4.6767 -0.9598
H 0.9155 5.8154 2.1349
H 5.4726 -2.5778 0.2181
H 0.2445 7.2220 1.2888
H -7.1442 -0.4284 -0.6508
H -0.5540 3.6017 -1.6741
Br 6.2667 -0.5689 -4.4626
C -1.0786 -2.8953 1.6446
H 0.2969 -4.5492 1.4673
C -1.6522 -2.5319 0.2652
H -1.7464 -3.6272 2.0912
H -3.3964 -0.5905 0.5627
H -1.0805 -1.9973 2.2601
H -1.7754 6.2074 0.5654
O -5.6396 0.0210 0.6589
C 5.3682 0.0566 -0.6112
I 5.7991 1.8437 -1.7102
C -2.7460 -0.2874 -0.2554
H 3.0297 -0.4917 1.5884
H -7.5058 -0.7029 1.0822
H -5.4464 -2.2677 -0.5857
C -6.6861 -0.6473 0.3359
H 2.9952 -4.0124 0.3068
H 6.3943 -1.5287 -1.6122
H -2.6669 3.6832 0.4791
H -2.1152 1.4099 0.8438
H -0.8152 -0.5672 0.5866
H -0.8856 -1.0044 -1.0919
C -1.4422 -1.0702 -0.1562
C 1.2226 -2.8151 0.5537
H 2.8829 -1.5349 -0.7374
O -7.3073 -3.0163 -0.1834
```

Results
Maximum force: 2.33 eV/Å
Molecular weight: 599.305 g mol⁻¹
LUMO level: 0.0102 Ha
Total charge: -1
E: -119488.47488 eV
HOMO: -0.0336 Ha